(1)
{"formula": "C38H50GeN5S2V", "method": "ωB97M-V with the def2-TZVPD basis set", "species": ["V", "C", "C", "N", "C", "C", "S", "C", "C", "N", "H", "H", "H", "H", "H", "H", "H", "H", "H", "H", "H", "H", "H", "H", "C", "C", "C", "C", "C", "C", "C", "C", "N", "H", "H", "H", "H", "H", "H", "H", "H", "H", "C", "C", "N", "C", "S", "N", "C", "C", "H", "H", "H", "H", "H", "H", "H", "H", "H", "H", "H", "H", "C", "Ge", "C", "C", "C", "C", "C", "C", "C", "C", "C", "C", "C", "C", "C", "C", "C", "C", "C", "C", "H", "H", "H", "H", "H", "H", "H", "H", "H", "H", "H", "H", "H", "H", "H"], "xyz": [[-0.2986, 1.6917, -1.6745], [3.5029, 0.7844, -1.1873], [2.6417, 0.1519, -0.0963], [1.4105, 0.8807, 0.1688], [1.4844, 1.9448, 1.1406], [2.0521, 3.2361, 0.5543], [1.2881, 3.6401, -1.0527], [2.7309, 3.5442, -2.1860], [2.8927, 2.2738, -3.0456], [2.7652, 0.9770, -2.4213], [4.3728, 0.1389, -1.3660], [3.9060, 1.7318, -0.8087], [3.2488, 0.0591, 0.8171], [2.3499, -0.8563, -0.3985], [0.7277, 0.1825, 0.4698], [2.0721, 1.6744, 2.0338], [0.4623, 2.1432, 1.4758], [3.1302, 3.1942, 0.4100], [1.8450, 4.0636, 1.2350], [3.6107, 3.7651, -1.5793], [2.6047, 4.3787, -2.8773], [3.8901, 2.3593, -3.5017], [2.1582, 2.3321, -3.8475], [1.7857, 0.7267, -2.2967], [-2.0554, -2.6481, -2.1965], [-2.8864, -1.8849, -1.2011], [-4.0531, -2.4677, -0.7157], [-4.8654, -1.8092, 0.1930], [-4.5028, -0.5457, 0.6309], [-3.3449, 0.0689, 0.1745], [-2.9716, 1.4297, 0.6918], [-2.5341, -0.6018, -0.7513], [-1.3761, 0.0511, -1.2190], [-2.6847, -3.3651, -2.7310], [-1.2500, -3.1902, -1.6976], [-1.5668, -1.9838, -2.9075], [-4.3271, -3.4582, -1.0652], [-5.7674, -2.2825, 0.5644], [-5.1131, -0.0304, 1.3644], [-3.5032, 1.6395, 1.6216], [-3.1966, 2.2013, -0.0465], [-1.8996, 1.4917, 0.8858], [0.2175, -0.2306, -5.0501], [-0.0836, 1.2064, -5.4692], [-1.1289, 1.8706, -4.6954], [-0.6513, 2.6645, -3.5390], [-2.0782, 3.1197, -2.4783], [0.0671, 3.8223, -4.1092], [-0.7439, 4.6946, -4.9565], [0.1422, 5.5769, -5.8264], [1.0002, -0.6691, -5.6776], [-0.6807, -0.8487, -5.1526], [0.5348, -0.2744, -4.0088], [-0.3703, 1.2161, -6.5308], [0.8173, 1.8172, -5.3901], [-1.8024, 1.2015, -4.3445], [0.3682, 4.3700, -3.3121], [-1.4253, 5.3121, -4.3556], [-1.3647, 4.0461, -5.5747], [0.7721, 6.2258, -5.2093], [-0.4551, 6.2156, -6.4846], [0.8017, 4.9589, -6.4394], [-0.2450, -0.3605, -1.6484], [0.4325, -1.8289, 2.2520], [0.2883, -3.8343, 2.5678], [0.7041, -4.7068, 1.5598], [0.6956, -6.0879, 1.7327], [0.2587, -6.6334, 2.9315], [-0.1653, -5.7872, 3.9496], [-0.1464, -4.4108, 3.7645], [1.7927, -1.5634, 3.7605], [3.1136, -1.9365, 3.4810], [4.1443, -1.7612, 4.3939], [3.8862, -1.1811, 5.6308], [2.5877, -0.7978, 5.9359], [1.5622, -0.9916, 5.0149], [-1.2358, -1.2311, 3.2257], [-1.3216, 0.0847, 3.6972], [-2.4860, 0.5970, 4.2533], [-3.6223, -0.1980, 4.3389], [-3.5752, -1.4968, 3.8521], [-2.4014, -1.9989, 3.3038], [1.0349, -4.2880, 0.6140], [1.0238, -6.7402, 0.9302], [0.2458, -7.7088, 3.0721], [-0.5071, -6.2065, 4.8906], [-0.4724, -3.7625, 4.5724], [3.3344, -2.3765, 2.5110], [5.1548, -2.0681, 4.1432], [4.6870, -1.0301, 6.3464], [2.3733, -0.3490, 6.9009], [0.5533, -0.7009, 5.2872], [-0.4514, 0.7321, 3.6163], [-2.5158, 1.6232, 4.6050], [-4.5393, 0.1993, 4.7598], [-4.4658, -2.1159, 3.8822], [-2.3951, -3.0115, 2.9144]], "forces_ev_per_angstrom": [[-0.1, 0.2, 0.3], [-0.1, 0.0, 0.0], [0.2, 0.0, 0.0], [-0.2, 0.0, -0.1], [0.0, 0.1, 0.1], [-0.2, 0.1, 0.0], [0.2, 0.0, -0.3], [-0.1, 0.1, 0.1], [0.0, -0.1, 0.0], [0.1, 0.3, 0.1], [0.0, 0.0, 0.1], [0.0, 0.0, -0.1], [0.0, -0.1, 0.0], [0.0, 0.0, 0.0], [0.1, 0.0, 0.1], [0.0, 0.0, 0.0], [0.0, 0.0, 0.0], [0.0, -0.1, 0.0], [0.0, 0.0, 0.0], [0.0, 0.0, 0.0], [0.0, 0.0, 0.0], [0.0, 0.0, 0.0], [0.0, 0.0, 0.0], [0.0, -0.2, -0.1], [0.0, 0.0, 0.0], [0.0, 0.0, -0.1], [-0.1, 0.0, 0.0], [0.1, 0.0, 0.0], [0.0, 0.0, 0.0], [0.0, 0.1, 0.1], [0.0, 0.0, 0.0], [0.1, -0.2, -0.1], [0.3, 0.3, 0.0], [0.0, 0.0, 0.0], [0.0, 0.0, 0.0], [0.0, 0.0, 0.0], [0.0, 0.0, 0.0], [0.0, 0.0, 0.0], [0.0, 0.0, 0.0], [0.0, 0.0, 0.0], [0.0, 0.0, 0.0], [0.0, 0.0, 0.0], [0.0, 0.1, 0.0], [-0.1, -0.1, 0.1], [0.1, 0.0, 0.0], [0.0, 0.1, -0.1], [0.0, -0.1, 0.1], [0.0, -0.1, 0.0], [0.0, 0.0, 0.0], [0.0, 0.0, 0.1], [0.0, 0.0, 0.0], [0.0, 0.0, 0.0], [0.0, -0.1, 0.0], [0.0, 0.0, 0.0], [0.0, 0.0, 0.0], [0.0, 0.0, 0.0], [0.0, 0.1, 0.0], [0.0, 0.0, 0.0], [0.0, 0.0, 0.0], [0.0, 0.0, 0.0], [0.0, 0.0, 0.0], [0.0, 0.0, 0.0], [-0.2, -0.3, -0.2], [0.0, -0.1, 0.1], [0.0, 0.0, -0.1], [-0.1, 0.0, 0.0], [0.0, 0.0, 0.0], [0.0, 0.0, 0.0], [0.0, 0.0, 0.0], [0.0, 0.0, 0.0], [0.0, 0.1, 0.0], [0.0, 0.0, 0.0], [0.0, 0.0, 0.0], [0.0, 0.0, 0.0], [0.0, 0.0, 0.0], [0.0, -0.1, 0.0], [0.0, 0.0, 0.0], [0.0, 0.0, 0.0], [0.0, 0.0, 0.0], [0.0, 0.0, 0.0], [0.0, 0.0, 0.0], [0.0, 0.0, 0.0], [0.0, 0.0, 0.0], [0.0, 0.0, 0.0], [0.0, 0.0, 0.0], [0.0, 0.0, 0.0], [0.0, 0.0, 0.0], [0.0, 0.0, 0.0], [0.0, 0.0, 0.0], [0.0, 0.0, 0.0], [0.0, 0.0, 0.0], [0.0, 0.0, 0.0], [0.0, 0.0, 0.0], [0.0, 0.0, 0.0], [0.0, 0.0, 0.0], [0.0, 0.0, 0.0], [0.0, 0.0, 0.0]], "mulliken_charge": [-0.40, -0.80, -0.70, 2.02, -0.75, -0.75, -0.28, -0.99, 0.10, 0.07, 0.45, 0.22, 0.31, 0.26, -1.33, 0.35, 0.10, 0.36, 0.60, 0.69, 0.49, 0.40, -0.48, -0.07, -1.24, 1.03, -0.78, -0.92, -0.74, 1.06, -1.34, -0.11, 0.96, 0.49, 0.23, -0.03, 0.34, 0.38, 0.36, 0.41, 0.32, -0.21, -0.95, -0.51, -0.30, 0.05, -0.68, 0.28, -0.58, -1.27, 0.42, 0.30, 0.05, 0.34, 0.15, 0.36, 0.27, 0.33, 0.45, 0.24, 0.44, 0.26, -0.78, 0.37, 0.07, -0.46, -0.48, -0.34, -0.68, -0.03, 0.02, -0.53, -0.61, -0.34, -0.62, 0.02, -0.05, 0.00, -0.97, -0.40, -0.80, -0.35, 0.27, 0.37, 0.34, 0.35, 0.30, 0.35, 0.34, 0.33, 0.37, 0.33, 0.42, 0.35, 0.36, 0.34, 0.43], "homo_lumo_gap_ha": [0.176, 0.168], "s_squared": 2.217, "multiplicity": 3, "e_above_lowest_kcal_mol": 0.0, "e_tot_ev": -151539.7960, "charge": -2}


(2)
{"formula": "C4H9F", "method": "ωB97M-V with the def2-TZVPD basis set", "species": ["C", "C", "C", "F", "H", "H", "H", "H", "H", "C", "H", "H", "H", "H"], "xyz": [[-1.9970, -0.6649, -1.5074], [-1.3700, -0.3717, -0.4159], [-1.1453, 0.9932, 0.1042], [-0.9511, -1.2650, 0.5019], [-2.2196, 0.0262, -2.2516], [-2.0690, -1.5756, -1.9462], [-1.2957, 1.7897, -0.7294], [-1.8945, 1.2860, 0.8397], [-0.1690, 1.0874, 0.5034], [2.6064, -0.2282, 0.9577], [2.7057, 0.0771, 1.9304], [3.2106, -1.1411, 0.9722], [1.5687, -0.4052, 0.8328], [3.0198, 0.3922, 0.2081]], "forces_ev_per_angstrom": [[0.5, 0.2, -0.5], [0.1, 1.3, 1.6], [-1.3, 2.1, -1.9], [0.0, -0.7, -0.3], [-0.4, 1.9, -0.5], [-0.3, -3.2, -0.4], [0.5, -1.5, 1.2], [0.1, -0.3, 0.3], [0.9, 0.2, 0.5], [0.6, -1.9, -0.8], [0.5, 1.6, 2.3], [-0.5, -0.3, -0.4], [-0.8, -0.5, -0.6], [0.3, 1.0, -0.5]], "mulliken_charge": [-0.95, 0.65, -0.83, -0.26, 0.28, 0.37, 0.24, 0.24, 0.25, -0.90, 0.32, 0.33, -0.01, 0.26], "homo_lumo_gap_ha": 0.399, "e_above_lowest_kcal_mol": 37.8, "e_tot_ev": -7010.0741, "smiles": "C=C(C)F.C"}


(3)
{"formula": "C2H2BrO2S", "method": "ωB97M-V with the def2-TZVPD basis set", "species": ["O", "C", "O", "C", "S", "Br", "H", "H"], "xyz": [[0.7653, -1.4482, 1.1779], [-0.2056, -1.4714, 0.3942], [-0.7949, -2.4237, -0.1702], [-0.7087, -0.0909, -0.1719], [0.1827, 1.3061, 0.6065], [-2.7488, 0.1310, 0.0716], [-0.3733, -0.1776, -1.3019], [0.7120, 0.3450, 1.3146]], "forces_ev_per_angstrom": [[-0.4, 0.0, 0.1], [-0.6, -1.1, -0.9], [0.6, 0.5, 0.8], [0.7, 0.6, -1.5], [-1.2, 0.5, -1.2], [1.4, -0.2, -0.5], [-1.6, 0.5, 2.1], [1.1, -0.9, 1.2]], "mulliken_charge": [-0.73, 0.51, -0.67, -0.09, -0.29, -0.21, 0.27, 0.21], "homo_lumo_gap_ha": 0.302, "e_above_lowest_kcal_mol": 15.3, "e_tot_ev": -87080.6863, "charge": -1, "smiles": "O=C([O-])[C@H](S)Br"}